Formula: C25H29N3O6S
Source: the OMol25 dataset
Level of theory: ωB97M-V/def2-TZVPD

XYZ file:
```
64
Properties=species:S:1:pos:R:3:forces:R:3
C -3.15373 0.47386 -4.02579 0.0 -0.1 0.0
C -2.79040 0.49853 -2.57368 0.0 0.0 0.1
C -1.57051 1.02228 -2.16592 0.0 -0.1 0.1
C -1.23105 1.03909 -0.82140 -0.4 -0.3 -0.1
C -2.11263 0.55774 0.13789 0.1 0.1 0.0
C -3.32022 0.01886 -0.26965 0.0 0.0 0.0
C -3.65350 -0.01461 -1.61226 0.0 0.0 0.0
H -4.60221 -0.43022 -1.91892 -0.1 0.0 0.0
H -4.00663 -0.36542 0.46968 -0.1 0.0 0.1
H -1.86334 0.62301 1.18612 0.1 0.0 0.1
N 0.01351 1.60845 -0.42178 -0.2 0.2 -0.1
C 1.00600 0.89725 0.12330 -0.2 -0.1 -0.1
O 2.07217 1.39535 0.48332 0.1 0.3 0.1
C 0.83691 -0.59028 0.26320 0.7 0.1 0.4
H -0.13169 -0.92297 0.62327 0.1 -0.1 0.1
H 1.05009 -1.08623 -0.68532 0.0 0.0 0.0
S 2.20750 -1.06907 1.41954 -0.5 0.8 0.1
O 1.98599 -2.50055 1.69173 0.1 -1.4 0.1
C 1.53128 -0.23837 2.93635 0.2 0.2 -0.5
C 0.05420 -0.50972 3.09054 0.2 -0.3 0.0
O -0.76745 0.38677 3.09162 -0.1 0.3 0.1
N -0.21657 -1.83533 3.17521 0.3 -0.2 0.1
C -1.46450 -2.46168 3.24836 -0.6 0.0 0.0
C -2.64090 -1.76806 3.50447 0.2 0.2 0.0
C -3.86471 -2.42760 3.58195 -0.2 -0.6 0.0
C -3.86688 -3.78795 3.40071 0.5 -0.1 -0.1
C -2.68524 -4.48719 3.14436 -0.4 0.4 0.1
C -1.47398 -3.85276 3.06088 -0.2 -0.2 0.0
H -0.56591 -4.39598 2.85718 0.1 -0.1 0.0
O -2.96561 -5.81951 3.00622 0.5 0.3 0.0
C -4.35957 -5.94297 3.19257 -0.7 -1.1 0.0
O -4.91801 -4.66928 3.42805 0.0 0.5 0.0
H -4.55871 -6.59892 4.05565 0.1 0.2 -0.2
H -4.81363 -6.38441 2.29095 0.1 0.2 0.2
H -4.77583 -1.88987 3.78162 -0.1 0.1 0.0
H -2.60548 -0.70170 3.64752 0.0 0.0 0.0
H 0.55965 -2.45747 2.94030 0.0 0.3 0.0
H 1.72301 0.82705 2.84689 -0.1 0.0 0.1
H 2.10405 -0.66057 3.76081 0.1 -0.1 -0.1
C 0.20355 3.03096 -0.67697 0.2 0.3 -0.1
H -0.77621 3.48943 -0.81019 0.2 0.0 0.0
H 0.71597 3.47530 0.18010 -0.1 0.0 0.0
C 1.03970 3.23263 -1.95568 -0.2 0.1 0.6
O 0.53477 3.50927 -3.02498 -0.2 0.1 -0.4
N 2.35045 3.05382 -1.74726 0.5 0.0 0.2
H 2.64609 2.70150 -0.84303 -0.3 0.1 0.0
C 3.32967 2.99631 -2.81229 -0.2 0.1 -0.4
H 2.86934 3.47114 -3.68163 0.1 -0.1 0.1
C 3.73340 1.54085 -3.08552 -0.1 0.0 0.1
C 4.79777 1.27079 -2.02704 0.1 0.0 -0.2
H 5.39705 0.38970 -2.25051 0.0 -0.1 0.1
C 5.62805 2.55582 -2.03710 0.1 0.0 0.1
H 6.13079 2.72306 -1.08624 0.1 0.0 0.0
H 6.39168 2.49158 -2.81301 0.1 0.0 0.0
C 4.63366 3.68286 -2.36970 0.1 0.1 0.0
H 5.01852 4.32194 -3.16257 0.0 0.1 0.0
H 4.43927 4.31247 -1.50213 0.0 0.1 0.0
H 4.32782 1.12597 -1.05285 0.0 -0.1 0.1
H 2.88038 0.86614 -3.02099 -0.1 0.0 -0.1
H 4.16484 1.46247 -4.08382 0.0 0.0 -0.1
H -0.89148 1.43988 -2.89407 0.1 0.1 -0.1
H -2.88484 -0.48915 -4.46100 0.0 0.0 -0.1
H -2.62191 1.25129 -4.56798 0.0 0.0 -0.1
H -4.22378 0.61439 -4.15905 -0.1 0.0 -0.1
```
Forces are in eV/Å.

The energy comes out at -1983.98434 hartree. The molar mass comes out at 499.59 g mol⁻¹. The value obtained for the relative energy (zero: lowest compared OMol25 entry of this formula, charge and spin) is 21.69 kcal/mol. The HOMO-LUMO gap is 8.4738 eV.

=====

Formula: CH6N2S
Source: the OMol25 dataset
Level of theory: ωB97M-V/def2-TZVPD

XYZ file:
```
10
Properties=species:S:1:pos:R:3:forces:R:3
C -1.20006 -0.68948 0.40141 -0.4 -0.2 0.4
N 2.52840 0.62330 0.04158 -0.1 0.3 0.0
N -0.30627 -0.36273 -0.66532 3.6 -0.1 0.5
S 1.74596 -0.80535 0.06182 -2.9 0.3 -1.1
H -1.25085 -1.75450 0.65733 0.0 0.1 0.1
H -0.91294 -0.12588 1.29104 -0.1 -0.1 0.0
H -2.20320 -0.35944 0.10533 0.0 -0.1 0.1
H 2.32014 1.29509 0.76982 0.0 -0.1 -0.2
H 2.73065 1.03897 -0.85656 0.0 -0.1 0.1
H -0.34920 -1.05296 -1.41161 0.0 -0.1 0.1
```
Forces are in eV/Å.

The energy comes out at -549.32285 hartree. The molar mass comes out at 78.14 g mol⁻¹. The value obtained for the relative energy (zero: lowest compared OMol25 entry of this formula, charge and spin) is 40.38 kcal/mol. The HOMO-LUMO gap is 9.1810 eV.

=====

Formula: C4H6N2O
Source: the OMol25 dataset
Level of theory: ωB97M-V/def2-TZVPD

XYZ file:
```
13
Properties=species:S:1:pos:R:3:forces:R:3
H -2.63279 0.89752 2.23918 -0.1 -0.6 -0.2
N -2.01789 0.96128 1.43213 -0.6 1.0 0.6
C -0.92527 0.41744 1.48378 3.0 -1.8 0.5
O -0.05649 -0.58813 2.09748 -1.9 0.8 0.8
C 0.39553 0.11055 0.96894 -1.6 1.1 -3.0
C 0.26523 -0.53317 -0.43834 1.4 -0.1 1.0
C 0.96570 0.24651 -1.51611 -0.2 -0.1 -0.1
N -0.30712 -1.64556 -0.52509 -0.3 -0.5 0.2
H -0.31158 -2.05631 -1.45665 0.0 0.3 -0.1
H 1.17663 0.86373 1.05466 0.2 -0.3 0.3
H 0.79567 -0.20565 -2.49172 -0.1 0.1 0.0
H 0.61295 1.27737 -1.51951 0.0 0.1 -0.1
H 2.03943 0.25441 -1.32874 0.0 0.1 0.1
```
Forces are in eV/Å.

The energy comes out at -340.67749 hartree. Its SMILES is [H]/N=C1\O[C@H]1/C(C)=N/[H]. The molar mass comes out at 98.10 g mol⁻¹. The value obtained for the relative energy (zero: lowest compared OMol25 entry of this formula, charge and spin) is 73.68 kcal/mol. The HOMO-LUMO gap is 10.6189 eV.